The following is a quantum chemistry calculation of a cluster of 9 separate species, C29H60Br16IO5P in total, from OMol25.

As for the SMILES: CC[C@H](C)O[P@@](=O)(OC[C@@H](C)I)OOC[C@H](C)C(C)C.BrCCBr.BrCCBr.BrCCBr.BrCCBr.BrCCBr.BrCCBr.BrCCBr.BrCCBr. For the frontier orbital gap, the calculation gives 0.3463 hartree. As for the spin multiplicity: 1. For the energy above the lowest of the compared OMol25 structures with the same formula, charge and spin, the calculation gives 0.0 kJ/mol. Its total energy is -1179354.4425 eV.

XYZ file:
```
112
Properties=species:S:1:pos:R:3:forces:R:3:mulliken_charge:R:1
C -0.418 -3.881 -2.752 0.04 0.42 0.54 -1.349
C 0.288 -2.760 -1.957 -0.33 -0.97 0.51 -0.453
C -0.248 -2.793 -0.505 0.49 1.33 -1.18 0.729
C -0.111 -1.427 0.193 -0.50 -0.09 0.01 -0.220
O 0.520 -3.836 0.152 -1.43 -0.21 1.09 -0.422
P -0.045 -4.529 1.482 1.51 -1.97 -0.34 0.670
O 0.432 -5.932 1.625 -0.48 1.73 0.07 -0.798
O 0.419 -3.554 2.675 -0.86 -0.65 -0.55 0.247
C 0.475 -4.161 3.981 0.52 0.45 1.10 -0.536
C 1.494 -3.389 4.872 0.31 0.10 -0.77 -0.334
C 2.340 -2.365 4.111 0.32 0.03 0.54 -1.204
I 0.547 -2.361 6.512 -0.02 -0.11 0.02 0.038
O -1.671 -4.480 1.294 0.32 0.77 0.22 0.086
O -2.351 -4.338 2.573 -0.09 -0.21 0.00 -0.318
C -3.688 -3.932 2.244 -0.22 0.05 -0.65 -0.861
C -4.012 -2.426 2.420 -0.04 0.00 -0.09 0.464
C -4.660 -1.917 1.122 -0.15 -0.59 0.16 -1.918
C -2.812 -1.607 2.930 -0.21 0.58 0.59 2.874
C -2.870 -0.114 2.568 0.45 -0.15 0.10 -1.350
C -2.811 -1.696 4.474 -0.32 -0.04 -0.50 -1.283
H 0.076 -4.109 -3.698 -0.13 0.00 0.05 0.351
H -1.458 -3.574 -2.919 0.16 -0.14 -0.24 0.362
H -0.457 -4.775 -2.120 0.14 -0.03 -0.31 0.295
H 0.113 -1.783 -2.415 0.15 -0.09 0.14 0.370
H 1.359 -2.975 -1.872 -0.05 0.36 -0.25 0.296
H -1.307 -3.045 -0.596 0.14 -0.37 0.50 0.166
H 0.434 -0.711 -0.433 0.12 -0.22 0.22 0.238
H -1.115 -1.005 0.333 0.22 0.00 0.01 -0.177
H 0.332 -1.497 1.191 0.09 -0.02 -0.18 -0.206
H 0.835 -5.189 3.919 -0.20 0.02 -0.34 0.411
H -0.511 -4.139 4.447 0.02 -0.07 -0.28 0.214
H 2.186 -4.104 5.327 -0.39 0.08 0.15 0.475
H 3.082 -1.945 4.803 -0.09 -0.14 -0.11 0.479
H 2.890 -2.838 3.292 -0.23 0.04 -0.03 0.316
H 1.754 -1.518 3.763 0.03 -0.41 -0.22 0.008
H -3.832 -4.179 1.186 0.01 -0.13 0.19 0.477
H -4.378 -4.578 2.801 0.34 0.10 0.16 0.153
H -4.792 -2.363 3.193 0.16 0.07 -0.07 0.519
H -3.988 -2.062 0.268 0.00 0.31 0.06 0.269
H -4.995 -0.884 1.209 0.14 -0.06 -0.13 0.491
H -5.547 -2.533 0.917 0.12 0.14 -0.02 0.462
H -1.853 -1.988 2.565 -0.25 -0.19 -0.15 -1.175
H -3.549 0.441 3.222 -0.19 -0.18 -0.42 -0.063
H -3.065 0.088 1.510 -0.11 -0.04 0.21 0.486
H -1.881 0.298 2.774 0.01 0.10 -0.02 0.071
H -1.980 -1.141 4.914 0.06 -0.22 0.02 -0.229
H -2.814 -2.741 4.800 0.23 0.16 0.14 0.295
H -3.742 -1.233 4.827 0.19 -0.10 0.07 0.481
Br 0.930 0.819 3.365 -0.18 0.35 0.00 -0.139
C 1.587 1.612 1.714 0.08 -0.03 0.07 -0.195
C 0.744 2.754 1.215 -0.04 -0.18 -0.07 -0.584
Br -0.921 2.137 0.435 -0.04 0.08 0.06 -0.114
H 1.634 0.793 1.002 0.03 0.05 -0.06 -0.197
H 2.593 1.958 1.941 0.00 0.02 -0.01 0.516
H 1.267 3.272 0.417 0.03 0.01 -0.03 0.237
H 0.476 3.460 1.995 0.07 -0.01 0.04 0.460
Br -2.325 0.726 8.342 0.04 -0.07 -0.07 -0.131
C -1.669 1.744 6.820 -0.07 0.05 0.13 -0.224
C -2.676 2.780 6.379 0.01 -0.11 -0.21 -0.580
Br -4.166 1.977 5.413 0.00 0.15 0.22 -0.104
H -1.435 1.026 6.039 -0.03 0.03 -0.04 -0.058
H -0.753 2.225 7.156 -0.02 0.03 0.00 0.368
H -2.219 3.480 5.683 0.03 -0.03 -0.01 0.350
H -3.105 3.325 7.213 0.03 -0.02 0.04 0.401
Br 0.348 5.787 -0.456 0.05 0.11 -0.05 -0.143
C 0.395 6.047 -2.382 -0.07 0.07 0.11 -0.553
C -0.615 5.181 -3.086 0.06 -0.11 -0.20 -0.366
Br -0.037 3.325 -3.185 0.04 0.01 0.05 -0.028
H 1.413 5.849 -2.702 0.00 -0.02 -0.02 0.186
H 0.165 7.100 -2.533 -0.03 -0.01 -0.01 0.343
H -0.734 5.501 -4.120 0.01 0.04 0.01 0.214
H -1.583 5.179 -2.596 0.00 0.01 0.02 0.429
Br 2.147 -1.362 -4.672 0.03 0.09 -0.02 -0.128
C 3.480 0.051 -4.545 -0.02 -0.16 -0.25 -0.573
C 4.291 -0.038 -3.285 -0.03 0.04 0.09 -0.400
Br 3.266 0.573 -1.757 -0.14 -0.07 0.15 -0.041
H 2.942 0.990 -4.625 0.02 0.04 0.02 0.304
H 4.121 -0.076 -5.415 0.02 0.00 0.02 0.395
H 5.156 0.618 -3.340 0.03 0.05 0.01 0.096
H 4.618 -1.048 -3.062 -0.02 -0.02 -0.04 0.391
Br -2.596 -8.233 -0.649 -0.02 0.08 0.01 -0.127
C -3.600 -7.699 0.927 0.08 -0.15 -0.08 0.062
C -5.084 -7.882 0.730 0.00 0.18 0.07 -0.575
Br -5.829 -6.494 -0.413 -0.01 -0.02 -0.02 -0.166
H -3.325 -6.670 1.136 -0.01 0.00 0.02 -0.345
H -3.243 -8.338 1.731 -0.03 0.00 0.01 0.375
H -5.609 -7.793 1.678 0.03 0.01 0.02 0.358
H -5.329 -8.832 0.267 0.04 -0.02 -0.01 0.431
Br 3.414 8.427 -2.473 0.03 -0.05 -0.04 -0.135
C 3.465 8.687 -4.400 -0.07 0.10 0.17 -0.537
C 2.454 7.823 -5.106 0.09 -0.13 -0.18 -0.563
Br 3.024 5.965 -5.198 -0.07 0.00 0.07 -0.106
H 4.481 8.483 -4.719 0.00 -0.03 -0.03 0.366
H 3.238 9.739 -4.556 -0.03 -0.01 -0.03 0.360
H 2.338 8.139 -6.140 0.01 0.03 0.01 0.375
H 1.486 7.831 -4.616 -0.01 0.04 0.01 0.252
Br -0.891 5.356 -7.705 0.01 0.02 0.09 -0.137
C -1.204 3.584 -6.962 0.05 0.03 -0.16 -0.272
C -2.672 3.265 -6.865 0.01 -0.03 0.18 -0.563
Br -3.507 4.208 -5.385 -0.06 0.05 -0.03 -0.145
H -0.711 3.559 -5.996 -0.02 -0.05 0.01 -0.064
H -0.709 2.892 -7.641 -0.02 -0.01 -0.01 0.387
H -2.812 2.207 -6.655 0.03 0.00 0.02 0.362
H -3.225 3.534 -7.759 0.04 0.01 -0.03 0.389
Br 8.083 0.040 -2.014 -0.03 0.03 -0.06 -0.136
C 8.620 1.906 -2.124 0.07 -0.15 0.09 -0.607
C 7.762 2.784 -1.254 -0.09 0.16 -0.11 -0.571
Br 6.006 3.075 -2.038 0.05 0.06 0.06 -0.127
H 8.570 2.185 -3.172 -0.01 0.04 0.00 0.352
H 9.654 1.933 -1.789 -0.01 0.01 0.03 0.369
H 8.206 3.772 -1.156 0.03 -0.01 -0.02 0.343
H 7.596 2.361 -0.269 0.03 -0.04 0.00 0.369
```
Positions in Å, forces in eV/Å.